Density functional theory data (the ωB97M-V functional and the def2-TZVPD basis) for a molecular structure, C17H28FNO14Si2.

## Properties
HOMO-LUMO gap = 10.26 eV
Energy = -2451.71974 hartree
Charge = 0
Energy above the lowest of the compared OMol25 structures with the same formula, charge and spin = 0.0 kJ/mol

Geometry as XYZ:
```
63
C17H28FNO14Si2 the ωB97M-V functional and the def2-TZVPD basis
O 5.26 2.29 3.14
C 4.98 1.68 2.15
O 5.11 0.34 2.12
C 4.44 2.33 0.89
C 4.53 3.86 0.96
Si 3.31 4.66 2.12
O 1.95 5.15 1.28
Si 0.91 4.14 0.54
C 0.24 2.96 1.91
O -0.62 3.34 2.65
N 0.86 1.65 2.14
C 1.16 0.86 1.07
O 2.12 0.21 0.86
F 0.13 0.89 0.20
H 4.76 -0.03 1.30
H 4.96 1.92 0.01
H 3.40 1.99 0.79
H 4.37 4.27 -0.05
H 5.54 4.16 1.26
H 3.87 5.84 2.80
H 2.85 3.66 3.12
H 1.62 3.31 -0.46
H -0.23 4.85 -0.05
H 1.65 1.68 2.79
C 2.55 -4.72 1.85
C 3.85 -4.01 1.57
C 3.84 -3.02 0.42
O 5.19 -3.07 -0.05
C 5.70 -4.29 0.27
O 6.73 -4.72 -0.13
O 4.86 -4.94 1.11
H 2.70 -5.50 2.59
H 1.83 -4.01 2.24
H 2.15 -5.16 0.94
H 4.24 -3.53 2.47
H 3.58 -2.00 0.70
H 3.17 -3.36 -0.39
C -2.60 -0.59 -0.33
C -2.81 -2.01 -0.75
C -3.78 -2.83 0.08
O -3.25 -4.15 -0.04
C -1.91 -4.05 -0.27
O -1.14 -4.95 -0.22
O -1.59 -2.77 -0.55
H -1.78 -0.15 -0.90
H -3.49 0.01 -0.52
H -2.35 -0.53 0.73
H -3.08 -2.07 -1.81
H -4.80 -2.81 -0.29
H -3.75 -2.54 1.13
C -6.03 2.89 -3.40
C -6.25 1.46 -3.80
C -7.24 0.67 -2.95
O -6.73 -0.66 -3.06
C -5.40 -0.59 -3.31
O -4.65 -1.51 -3.27
O -5.05 0.68 -3.60
H -5.20 3.32 -3.97
H -6.92 3.48 -3.60
H -5.79 2.96 -2.34
H -6.51 1.38 -4.86
H -8.26 0.69 -3.31
H -7.20 0.98 -1.90
```

Mulliken population analysis, charges in e, atoms 1 to 8:
1. O -0.5611
2. C 0.7071
3. O -0.4589
4. C 0.0827
5. C -0.9854
6. Si 0.4939
7. O -0.2745
8. Si 0.5354